1.
{
  "formula": "C14H19NO5",
  "method": "ωB97M-V/def2-TZVPD",
  "symbols": ["O", "O", "O", "O", "O", "N", "C", "C", "C", "C", "C", "C", "C", "C", "C", "C", "C", "C", "C", "C", "H", "H", "H", "H", "H", "H", "H", "H", "H", "H", "H", "H", "H", "H", "H", "H", "H", "H", "H"],
  "positions_angstrom": [[-1.515473, -1.350853, 2.437568], [2.108357, 0.333323, 0.945713], [0.161905, 3.849706, -3.043397], [-0.904039, 0.508726, 1.293464], [1.152516, -2.121890, -1.075024], [0.475827, -1.361684, 1.289549], [1.306837, 1.711522, -2.722809], [-2.823155, -0.723866, 2.561741], [0.129411, -0.038655, -1.517977], [1.360644, 4.417856, -3.614803], [-1.026263, 2.047323, -2.042739], [0.158485, -1.316101, -0.838740], [1.303394, 0.458750, -2.137763], [0.928591, -3.517371, -0.790197], [2.438038, -1.201823, 2.760292], [0.170562, 2.564985, -2.612223], [1.635899, -0.657814, 1.569652], [-1.037624, 0.764865, -1.553249], [-0.644603, -0.647171, 1.660548], [-3.486266, -1.016633, 3.871959], [-0.766315, -1.753842, -0.444229], [2.201043, 2.016329, -3.275123], [2.185845, -0.187077, -2.077918], [-3.011630, -0.466504, 4.680920], [1.642347, 3.908223, -4.533424], [3.129185, -0.413099, 3.091217], [-1.937683, 0.332958, -1.116893], [-3.509419, -2.074026, 4.117794], [1.074096, 5.443642, -3.815571], [-3.435116, -1.085441, 1.729559], [1.804366, -1.507186, 3.604511], [-2.674449, 0.350335, 2.457457], [2.179239, 4.366967, -2.903044], [0.759278, -3.633598, 0.291912], [3.046224, -2.064618, 2.439467], [0.042457, -3.875824, -1.341579], [-1.921145, 2.664433, -2.020461], [-4.517103, -0.676833, 3.811081], [1.815736, -4.048035, -1.137239]],
  "forces_ev_per_angstrom": [[-0.196, 0.089, -0.265], [-1.555, -2.905, 1.331], [0.123, -0.446, -0.049], [0.336, -1.584, 0.725], [0.293, -0.645, -0.940], [-0.671, 0.509, -0.107], [-0.083, 0.381, -0.147], [0.329, 0.216, -0.357], [0.500, 0.750, -0.134], [-0.755, -0.381, 0.392], [0.647, 0.465, -0.587], [-0.656, 0.012, 1.154], [-0.705, -0.506, 0.631], [-0.336, 0.008, 0.292], [0.203, 0.336, -0.055], [0.304, -0.809, 0.040], [2.371, 2.597, -0.883], [0.353, -0.874, 0.633], [-0.592, 1.869, -0.483], [0.066, -0.151, 0.295], [0.129, 0.078, -0.827], [-0.368, 0.113, 0.401], [-0.219, 0.511, -0.313], [0.102, -0.078, 0.114], [-0.049, -0.041, -0.114], [-0.209, -0.284, -0.124], [0.101, 0.340, -0.099], [0.089, -0.155, -0.002], [0.205, 0.074, -0.074], [0.079, 0.039, -0.005], [0.057, -0.013, -0.390], [-0.156, -0.121, -0.130], [0.106, 0.071, 0.111], [0.186, 0.015, -0.392], [-0.344, 0.206, 0.067], [0.353, 0.187, 0.142], [0.236, -0.067, 0.000], [-0.137, 0.077, -0.010], [-0.134, 0.118, 0.159]],
  "e_homo_ev": -8.2103,
  "homo_lumo_gap_ev": 8.0,
  "spin_multiplicity": 1,
  "energy_ha": -975.7363
}

=====

2.
{
  "formula": "C3H6IO",
  "method": "ωB97M-V/def2-TZVPD",
  "symbols": ["I", "O", "C", "C", "C", "H", "H", "H", "H", "H", "H"],
  "positions_angstrom": [[-2.390190, 3.328813, -2.227702], [-1.539434, -0.764552, 0.413105], [0.080747, 0.567409, -0.697424], [0.713867, -1.128679, 1.147462], [-0.369232, -0.475059, 0.295159], [1.575015, -0.469357, 1.182999], [1.015026, -2.052020, 0.647504], [0.673151, 1.345272, -0.215786], [0.749277, -0.009213, -1.359288], [0.220253, -1.348933, 2.090369], [-0.728482, 1.006319, -1.276399]],
  "forces_ev_per_angstrom": [[0.032, 0.047, -0.035], [0.383, -0.389, 0.243], [0.387, -0.820, -0.177], [-0.731, 0.101, -0.695], [-0.629, 0.780, -0.193], [0.112, -0.036, 0.450], [-0.010, -0.067, 0.132], [0.014, 0.009, -0.002], [0.058, 0.434, -0.104], [0.486, -0.072, 0.240], [-0.102, 0.014, 0.141]],
  "e_homo_ev": -3.3096,
  "homo_lumo_gap_ev": 6.6,
  "total_charge": -1,
  "spin_multiplicity": 1,
  "energy_ha": -490.9258
}

=====

3.
{
  "formula": "C8H15IN",
  "method": "ωB97M-V/def2-TZVPD",
  "symbols": ["I", "N", "C", "C", "C", "C", "C", "C", "C", "C", "H", "H", "H", "H", "H", "H", "H", "H", "H", "H", "H", "H", "H", "H", "H"],
  "positions_angstrom": [[-1.395425, -1.569498, 2.688588], [-0.482827, 0.804575, -0.521550], [0.550759, -2.490820, -0.673465], [0.359455, 1.140998, 2.082123], [-0.377546, -0.908520, 1.023240], [0.795116, 0.004699, 1.225174], [0.998964, 0.805586, -0.137402], [-0.790163, 2.046305, -1.175005], [-0.746197, -0.349702, -1.306703], [-0.647977, -1.528238, -0.340833], [0.199220, -3.184619, -1.408106], [1.360558, -1.886882, -1.038125], [0.773889, -3.194015, 0.055499], [-0.131090, 2.090183, -2.114993], [-1.768734, -0.286698, -1.454048], [-1.659938, -2.134747, -0.417768], [1.423185, 1.742741, -0.059533], [-0.401508, 1.716580, 1.665429], [0.099115, 0.796259, 3.128012], [-0.275212, 2.969816, -0.709889], [1.415066, 0.140085, -0.884716], [1.577850, -0.619840, 1.686804], [1.133355, 1.869537, 2.139338], [-1.826258, 2.384151, -1.200793], [-0.183659, -0.357938, -2.251276]],
  "forces_ev_per_angstrom": [[0.320, 0.079, -0.834], [1.864, 1.823, 1.157], [-1.617, 1.054, -0.812], [0.786, -0.544, 3.661], [-0.353, -0.338, -0.945], [-0.296, 0.663, -1.298], [-2.917, -5.066, 0.188], [2.439, 2.823, -0.722], [0.280, -0.231, 0.437], [-0.787, -1.733, 0.282], [-0.197, 0.092, -1.187], [0.632, -0.278, 0.003], [0.871, -0.679, 2.081], [-1.787, -0.170, 0.258], [-2.066, 0.096, -1.227], [2.150, 1.182, 0.669], [0.874, 1.721, 0.286], [-1.826, 0.347, -0.728], [0.222, 0.719, -1.113], [-0.774, -1.624, 0.294], [0.987, 0.526, -0.204], [0.195, 0.442, -0.232], [1.112, 0.287, 0.508], [-0.052, -0.786, -0.664], [-0.060, -0.409, 0.141]],
  "e_homo_ev": [-13.3110, -13.3101],
  "homo_lumo_gap_ev": [7.7, 7.7],
  "total_charge": 1,
  "spin_multiplicity": 1,
  "energy_ha": -665.8904
}

=====

4.
{
  "formula": "C20H32N10S2SiSm",
  "method": "ωB97M-V/def2-TZVPD",
  "symbols": ["Sm", "S", "S", "Si", "N", "N", "N", "N", "N", "N", "N", "N", "N", "N", "C", "C", "C", "C", "C", "C", "C", "C", "C", "C", "C", "C", "C", "C", "C", "C", "C", "C", "C", "C", "H", "H", "H", "H", "H", "H", "H", "H", "H", "H", "H", "H", "H", "H", "H", "H", "H", "H", "H", "H", "H", "H", "H", "H", "H", "H", "H", "H", "H", "H", "H", "H"],
  "positions_angstrom": [[-0.653337, -0.179758, 0.237659], [-0.971191, -2.861474, -0.195069], [-0.355938, 2.550311, 0.532483], [-2.535209, -4.925496, -2.471420], [-0.295753, -0.940867, 2.604877], [-2.325561, -0.726314, 3.721738], [1.897420, 1.256880, 1.309117], [-4.111323, 0.683221, 3.488451], [-2.566023, 0.500172, 1.744438], [-2.593144, -0.969706, -1.028802], [1.052961, 2.791602, 2.775971], [1.668978, 0.473541, 0.211590], [0.752172, -0.536713, -2.015833], [-0.773417, -2.280301, 4.462546], [2.073672, -0.282054, -1.949232], [-2.287512, -2.288512, -1.171134], [-3.476159, -6.047633, -1.285896], [-4.535483, -1.264784, -2.378406], [-4.157421, -2.585308, -2.615193], [3.720046, 1.346262, -0.749532], [-1.081162, -1.313391, 3.559179], [-2.977097, 0.190184, 2.918677], [2.938771, -0.659633, -2.966102], [2.506181, 0.478880, -0.756579], [0.967174, 2.118643, 1.594781], [-1.403366, -2.436935, 5.765796], [-3.166012, -5.175448, -4.236655], [-3.699344, -0.489780, -1.615134], [-3.019000, -3.129562, -2.041563], [0.277031, -1.151079, -3.095649], [-0.690733, -5.300230, -2.522220], [0.455921, -3.035182, 4.260365], [1.072025, -1.537876, -4.161544], [2.432699, -1.296313, -4.087857], [-3.144663, 1.225218, 1.336928], [0.570076, 3.672113, 2.812587], [0.622157, -1.353576, 2.702530], [-2.474311, -2.245250, 5.754729], [-0.122002, -4.467419, -2.940016], [-4.319432, 0.556471, 4.462330], [-2.848807, -1.031409, 4.519108], [3.088833, -1.597763, -4.893009], [3.998507, -0.470722, -2.874210], [0.550586, -3.319984, 3.213087], [0.402005, -3.946168, 4.849989], [-3.095802, -5.963786, -0.266366], [-2.802034, -4.392345, -4.905513], [-3.897059, 0.564891, -1.455734], [-4.759035, -3.191755, -3.283463], [1.937514, 2.740606, 3.257984], [-3.397794, -7.093471, -1.590398], [-4.595380, 1.434241, 3.030725], [-0.289990, -5.504433, -1.531136], [-0.789491, -1.342294, -3.109973], [-5.434751, -0.846267, -2.806593], [3.406656, 2.368423, -0.977048], [-0.521362, -6.178161, -3.150872], [-4.535359, -5.782523, -1.274670], [0.629482, -2.019652, -5.021843], [-2.815657, -6.131918, -4.629262], [-1.287228, -3.469630, 6.084204], [-0.940255, -1.791929, 6.517855], [4.471004, 1.045258, -1.473682], [4.149930, 1.353646, 0.251128], [-4.256974, -5.182906, -4.287553], [1.345008, -2.478919, 4.573740]],
  "forces_ev_per_angstrom": [[-0.368, -0.035, 0.869], [0.193, -0.471, 0.129], [-0.088, 0.357, -0.150], [-0.163, -0.218, -0.191], [-0.028, 0.113, -0.440], [-0.082, -0.141, 0.129], [0.525, -0.024, 0.805], [-0.109, -0.006, 0.065], [0.031, -0.273, 0.048], [-0.207, -0.457, -0.462], [0.094, -0.022, 0.044], [-0.008, 0.129, -0.423], [-0.032, 0.022, -0.063], [-0.059, -0.163, -0.027], [-0.220, -0.164, -0.275], [-0.310, 0.282, -0.056], [0.204, 0.091, -0.168], [-0.055, 0.042, -0.017], [0.076, -0.022, -0.081], [0.035, -0.102, 0.086], [0.100, 0.161, 0.001], [0.135, 0.113, -0.225], [0.098, 0.049, 0.162], [-0.005, 0.277, 0.287], [0.045, 0.003, -0.514], [0.063, 0.109, 0.075], [-0.056, 0.015, 0.267], [0.123, 0.151, 0.043], [0.292, -0.037, 0.047], [-0.021, -0.004, 0.031], [-0.203, 0.118, 0.160], [0.023, 0.046, 0.036], [0.110, -0.017, -0.035], [-0.142, -0.045, -0.015], [-0.020, 0.090, -0.004], [-0.021, 0.011, 0.039], [0.066, -0.045, 0.025], [-0.006, -0.055, -0.031], [0.004, 0.014, -0.021], [0.110, 0.045, 0.038], [-0.058, -0.071, -0.006], [0.025, 0.008, 0.015], [-0.016, 0.027, -0.035], [0.004, -0.021, 0.012], [-0.006, -0.002, 0.001], [0.015, 0.033, -0.005], [0.009, 0.010, 0.010], [-0.037, 0.001, -0.025], [-0.022, 0.026, 0.041], [-0.005, -0.018, -0.015], [0.022, 0.001, 0.002], [-0.010, -0.022, -0.049], [0.017, 0.020, 0.016], [0.004, 0.009, -0.008], [0.021, 0.011, -0.020], [0.038, 0.009, 0.000], [-0.062, 0.024, -0.011], [0.003, 0.010, -0.012], [-0.006, -0.001, 0.009], [-0.010, -0.014, 0.033], [-0.005, -0.008, -0.017], [-0.034, 0.008, -0.005], [-0.033, -0.020, -0.023], [0.009, 0.037, -0.017], [0.014, -0.009, -0.048], [-0.005, 0.012, -0.027]],
  "e_homo_ev": [-10.1340, -10.1541],
  "homo_lumo_gap_ev": [7.5, 7.5],
  "total_charge": 1,
  "spin_multiplicity": 6,
  "energy_ha": -3072.7170
}